Here is a molecular structure, CH4BrClSi at a distorted geometry from OMol25. Energies are from ωB97M-V/def2-TZVPD.

Last column: Löwdin charge in e.
CARTESIAN COORDINATES (ANGSTROEM)
Br1 -3.255 -0.749 -0.296  0.54
Cl1 -2.741 2.133 0.000  0.47
Si1 1.332 -0.286 0.607  0.58
C1 -2.148 0.584 0.465  -1.03
H1 -0.170 -0.349 0.333  -0.17
H2 2.243 0.380 -0.324  -0.15
H3 1.789 -1.645 0.352  -0.14
H4 1.285 0.709 1.716  -0.11

LUMO: -0.0477 hartree
energy relative to the best compared isomer or geometry (same formula, charge and spin): 144.03 kcal per mole
total energy: -3364.020417 a.u.
orbital gap: 0.298 hartree